{
  "formula": "C5H10O",
  "method": "ωB97M-V with the def2-TZVPD basis set",
  "smiles": "C=CCCOC",
  "homo_ev": -9.242,
  "gap_ev": 10.346,
  "de_lowest_kcal_mol": 45.1,
  "energy_ha": -271.680755,
  "elements": ["O", "C", "C", "C", "C", "C", "H", "H", "H", "H", "H", "H", "H", "H", "H", "H"],
  "positions_angstrom": [[0.75946, 0.07891, -0.89088], [0.03904, 1.10219, 1.45594], [-0.57280, -0.30366, -1.15553], [-1.03143, 1.24814, 0.68574], [-1.59153, 0.05091, -0.01857], [1.67502, -0.86836, -0.40424], [-2.57254, 0.25348, -0.47115], [-0.62643, -1.37131, -1.40049], [2.48986, -0.31610, 0.08261], [0.68662, 1.92394, 1.72924], [1.25927, -1.56407, 0.33960], [-1.73866, -0.79016, 0.67028], [2.10351, -1.44750, -1.23164], [-1.32617, 2.23121, 0.32497], [0.37012, 0.10408, 1.73938], [-0.86104, 0.27396, -2.03994]],
  "forces_ev_per_angstrom": [[-0.013, 0.070, -0.232], [-0.183, 0.113, 0.110], [-0.133, -0.105, -0.228], [0.252, 0.017, 0.035], [0.052, -0.058, 0.044], [0.153, -0.219, 0.026], [0.283, -0.082, 0.036], [-0.052, 0.077, -0.018], [-0.217, -0.095, -0.137], [-0.222, 0.119, 0.298], [-0.114, 0.133, -0.161], [0.225, 0.132, -0.072], [-0.051, -0.077, 0.093], [0.007, -0.058, 0.146], [-0.031, 0.201, 0.023], [0.044, -0.170, 0.035]]
}